DFT (ωB97M-V/def2-TZVPD) results for a structure of composition C35H35NaO3P2S3.

Kohn-Sham gap, eV: 5.235
Total energy, eV: -98510.6757
LUMO level, eV: 3.85
ΔE to the lowest compared entry with this formula, charge and spin, kcal/mol: 3.5

ORCA input file:
```
! wB97M-V def2-TZVPD RIJCOSX def2/J DEFGRID3
* xyz -2 1
Na 0.85463 1.46300 1.25998
S -0.79912 -3.31292 0.41642
P 0.37922 -2.39572 1.75644
C 1.23893 -1.02826 1.37029
P 2.86190 -0.73147 1.36625
S 3.47889 0.88852 0.33854
C 3.60228 -0.42566 3.04752
C 2.76753 -0.41742 4.15621
C 3.25974 -0.11371 5.42250
C 4.60395 0.17530 5.59161
C 5.45101 0.17375 4.48570
C 4.95065 -0.11186 3.22604
C 3.85715 -2.16901 0.77552
C 4.76141 -2.89440 1.54278
C 5.42325 -3.99520 1.00788
C 5.18300 -4.38946 -0.29804
C 4.26556 -3.68030 -1.06828
C 3.61017 -2.58379 -0.53515
C -0.73296 -2.06016 3.19922
C -1.43010 -3.11302 3.79723
C -2.27755 -2.88340 4.86721
C -2.46242 -1.58842 5.34775
C -1.78742 -0.53588 4.75190
C -0.92060 -0.77664 3.68822
C 1.43763 -3.73635 2.48310
C 1.88890 -3.67722 3.79977
C 2.75654 -4.63884 4.30150
C 3.19068 -5.67736 3.48975
C 2.74836 -5.74436 2.17452
C 1.87746 -4.78499 1.67897
H 1.71668 -0.63435 4.00099
H 2.58722 -0.09814 6.27284
H 4.99320 0.41310 6.57534
H 6.50138 0.41315 4.61071
H 5.59957 -0.07256 2.35882
H 4.94226 -2.61812 2.57394
H 6.11314 -4.55712 1.62782
H 5.69260 -5.25289 -0.71116
H 4.05500 -3.99259 -2.08485
H 2.88183 -2.03691 -1.12327
H -1.30588 -4.11224 3.39523
H -2.80685 -3.71158 5.32583
H -3.13332 -1.40753 6.18026
H -1.92298 0.47932 5.10531
H -0.38132 0.04955 3.23582
H 1.55577 -2.87340 4.44400
H 3.09504 -4.57247 5.32980
H 3.87248 -6.42598 3.87799
H 3.09151 -6.54346 1.52718
H 1.51395 -4.83928 0.66009
C -2.28479 -1.19650 -2.27735
C -1.92010 0.14768 -1.71356
C -2.63412 0.68176 -0.64366
C -2.29494 1.90938 -0.08905
C -3.04565 2.47084 1.09117
C -1.21838 2.61392 -0.62610
C -0.46553 2.08700 -1.67055
C 0.72635 2.84217 -2.19946
C -0.83257 0.85607 -2.20553
H -3.36518 -1.28483 -2.41569
H -1.95940 -1.98031 -1.58904
H -1.79718 -1.36190 -3.23968
H -3.45146 0.10919 -0.21626
H -3.70390 1.71880 1.52803
H -3.65441 3.33008 0.79680
H -2.34656 2.80723 1.85908
H -0.92292 3.56322 -0.19624
H 0.40717 3.65615 -2.85752
H 1.38632 2.18163 -2.76190
H 1.29456 3.27982 -1.37860
H -0.23660 0.42576 -3.00426
C 2.35900 3.99192 3.24939
S 0.78678 4.04542 2.41463
O 1.10842 3.92836 0.98922
O 0.15238 5.29267 2.80003
O 0.07643 2.84141 2.88153
H 2.86397 4.94186 3.08707
H 2.94207 3.17572 2.82258
H 2.17769 3.82673 4.30906
*
```